{"formula": "C5H8N2", "method": "ωB97M-V/def2-TZVPD", "de_lowest_kj_mol": 32.8, "charge": 0, "smiles": "Cn1cccc1N", "max_force_ev_per_a": 0.249, "homo_lumo_gap_ev": 8.91, "molar_mass_g_mol": 96.1, "e_tot_ha": -304.8230, "species": ["C", "N", "C", "C", "C", "C", "N", "H", "H", "H", "H", "H", "H", "H", "H"], "coordinates": [[-1.32520, -1.31738, 0.41514], [-0.12604, -0.54527, 0.17854], [1.15278, -1.01629, 0.30654], [2.02352, -0.01725, -0.04606], [1.24155, 1.11638, -0.39465], [-0.08006, 0.76202, -0.24649], [-1.28805, 1.46369, -0.47643], [-2.18560, -0.69763, 0.16119], [-1.33066, -2.21328, -0.21306], [-1.39284, -1.62203, 1.46444], [1.32887, -2.02749, 0.64908], [3.10280, -0.08736, -0.04442], [1.59458, 2.08669, -0.71942], [-1.49922, 2.09781, 0.28818], [-1.21644, 2.01740, -1.32258]], "forces_ev_per_a": [[-0.1, -0.1, 0.0], [0.0, 0.1, 0.0], [0.0, -0.1, 0.0], [0.1, 0.0, 0.0], [-0.1, 0.0, 0.0], [0.1, -0.1, 0.0], [0.1, 0.2, 0.0], [0.1, -0.1, 0.0], [0.0, 0.1, 0.1], [0.0, 0.1, -0.1], [0.0, 0.2, -0.1], [-0.2, 0.0, 0.0], [0.0, -0.1, 0.1], [0.0, -0.1, -0.1], [-0.1, -0.1, 0.1]]}

=====

{"formula": "C5H8N2", "method": "ωB97M-V/def2-TZVPD", "de_lowest_kj_mol": 319.2, "charge": 0, "smiles": "Cc1c[nH]c(N)c1", "max_force_ev_per_a": 2.354, "homo_lumo_gap_ev": 7.73, "molar_mass_g_mol": 96.1, "e_tot_ha": -304.7139, "species": ["C", "C", "C", "N", "C", "N", "C", "H", "H", "H", "H", "H", "H", "H", "H"], "coordinates": [[0.86056, -1.34229, -1.95678], [0.42079, -0.41012, -0.82611], [-0.11925, -0.99015, 0.27953], [-0.56407, -0.07595, 1.17288], [-0.47743, 1.22040, 0.81937], [-0.77239, 1.99085, 2.02630], [0.41952, 1.00159, -0.67047], [1.04743, -0.86766, -2.92429], [1.78066, -1.87875, -1.68429], [0.09979, -2.12104, -2.12138], [-0.38650, -2.01303, 0.42491], [-0.73277, -0.37917, 2.12300], [-1.24126, 2.88312, 2.09593], [-0.80084, 1.51280, 2.93566], [0.46577, 1.46941, -1.69428]], "forces_ev_per_a": [[0.0, 0.2, 0.0], [-0.3, -0.1, 0.5], [0.0, -0.7, 0.1], [0.0, -0.2, -0.3], [1.3, -1.0, -1.0], [0.8, 0.4, -0.9], [-1.8, 0.0, 1.5], [-0.1, 0.2, 0.2], [-0.2, 0.3, 0.0], [0.1, 0.3, 0.1], [0.2, -0.5, 0.2], [-0.4, 0.2, -0.2], [0.2, -0.3, -0.9], [0.3, 0.1, -1.1], [-0.3, 0.8, 1.8]]}